# 1
Computed, not measured: the ion C27H33F2N8 with charge +1, with wB97M-V/def2-TZVPD.

Geometry (Å):
C  3.5721  -7.1667  5.3459
C  3.8946  -5.7515  5.8362
N  3.4426  -4.6690  4.9893
C  4.0803  -4.5722  3.6965
C  3.7798  -3.1885  3.1025
N  2.3568  -2.9098  3.0049
C  1.7122  -3.5550  1.8798
C  1.9719  -2.7819  0.6173
C  2.1936  -1.4074  0.6639
C  2.4057  -0.7015  -0.5113
C  2.3698  -1.4334  -1.6825
N  2.5131  -0.7900  -3.0040
C  1.2829  -0.0634  -3.4125
N  0.9980  -0.1534  -4.6884
C  -0.1097  0.5030  -5.0524
C  -0.8672  1.1961  -4.1304
F  -1.9733  1.8121  -4.5562
C  -0.4835  1.2177  -2.7672
C  -1.1863  1.8374  -1.6711
C  -0.8216  1.4335  -0.3664
C  -1.4425  1.9523  0.7376
F  -1.0734  1.5275  1.9540
C  -2.4480  2.9092  0.5783
N  -3.2047  3.5732  1.4807
C  -3.9919  4.3555  0.7866
C  -4.9825  5.2533  1.4189
N  -3.7982  4.2513  -0.5636
C  -4.5211  4.9866  -1.5873
C  -5.3084  4.0351  -2.4871
C  -3.5749  5.8885  -2.3787
C  -2.8036  3.3184  -0.7415
C  -2.1892  2.7943  -1.8614
N  0.6514  0.5526  -2.4604
N  2.1725  -2.7301  -1.7580
C  1.9839  -3.3980  -0.6329
C  1.7237  -3.1221  4.2933
C  2.0096  -4.5118  4.8757
H  4.0381  -7.3601  4.3823
H  3.9524  -7.8915  6.0598
H  2.4980  -7.3096  5.2535
H  3.4420  -5.5991  6.8197
H  4.9776  -5.6449  5.9440
H  5.1583  -4.6855  3.8235
H  3.7333  -5.3563  2.9989
H  4.2308  -3.0962  2.1117
H  4.2132  -2.4292  3.7581
H  2.0127  -4.6035  1.7294
H  0.6304  -3.5496  2.0530
H  2.1985  -0.9135  1.6230
H  2.5748  0.3625  -0.5092
H  3.3081  -0.1397  -3.0121
H  2.6693  -1.5284  -3.7085
H  -0.3870  0.4551  -6.0944
H  -0.0556  0.6864  -0.2440
H  -4.9121  5.1278  2.4951
H  -5.9941  5.0065  1.0988
H  -4.7822  6.2945  1.1693
H  -5.2345  5.6237  -1.0561
H  -4.6511  3.4145  -3.0886
H  -5.9412  4.6114  -3.1561
H  -5.9424  3.3856  -1.8878
H  -2.8816  5.3096  -2.9813
H  -3.0016  6.5207  -1.7042
H  -4.1530  6.5266  -3.0410
H  -2.4556  3.1265  -2.8483
H  1.8331  -4.4622  -0.7455
H  0.6488  -2.9598  4.1974
H  2.1300  -2.3708  4.9753
H  1.5657  -4.5905  5.8692
H  1.5524  -5.2817  4.2284

Cartesian forces (eV/Å) of the 6 atoms listed first:
0.06 0.33 0.08
-0.02 -0.30 -0.04
0.03 0.31 0.02
-0.06 0.24 -0.09
0.28 -0.24 0.02
-0.19 0.06 -0.14

lowest unoccupied orbital energy = -3.41 eV
SMILES string = CCN1CCN(Cc2ccc([NH2+]c3ncc(F)c(-c4cc(F)c5nc(C)n(C(C)C)c5c4)n3)nc2)CC1
energy relative to the best compared isomer or geometry (same formula, charge and spin) = 1.458 eV
E_tot = -45885.0293 eV
charge = +1

=====

# 2
Computed, not measured: a structure of composition C27H33F6O6Ru, with wB97M-V/def2-TZVPD.

Geometry (Å):
C  0.4340  -0.9271  -3.9800
C  0.1363  -1.6824  -2.6837
C  0.0894  0.5673  -3.7035
C  -0.8009  0.5687  -2.4449
H  -0.4636  0.9346  -4.5741
H  1.0036  1.1603  -3.5895
C  -1.0488  -0.9085  -2.0886
H  1.0176  -1.6146  -2.0291
H  -0.0933  -2.7406  -2.8768
C  -1.1653  -0.9732  -0.5904
H  -1.9744  -1.2774  -2.5547
H  -1.7624  1.0538  -2.6707
C  -0.2848  1.2159  -1.1172
C  1.8289  -1.1801  -4.5176
C  -0.3654  -1.5118  -5.1554
O  -0.9087  -0.8620  -6.0287
O  2.7837  -1.5137  -3.8342
O  1.9009  -1.0646  -5.8571
O  -0.3520  -2.8565  -5.1544
C  -0.9237  -3.4731  -6.3152
H  -0.6148  -4.5170  -6.2602
H  -0.5450  -2.9887  -7.2218
H  -2.0165  -3.3887  -6.2778
C  3.1980  -1.3703  -6.3638
H  3.9555  -0.7522  -5.8685
H  3.1517  -1.1575  -7.4314
H  3.4339  -2.4267  -6.1819
O  -0.4091  0.0963  -0.0161
H  -0.8249  -1.9277  -0.1583
H  -2.2210  -0.8158  -0.3246
C  -1.1987  2.3413  -0.6661
C  1.1529  1.6914  -1.1447
H  1.2623  2.5276  -1.8511
H  1.8371  0.8901  -1.4434
H  1.4498  2.0647  -0.1569
H  -0.8619  2.7483  0.2965
H  -2.2231  1.9675  -0.5480
H  -1.1982  3.1585  -1.4041
Ru  -0.1627  -0.7184  2.5604
C  -1.8941  -0.5220  4.2852
C  -2.5525  -0.3157  3.0422
C  -2.2690  -1.4303  2.1910
H  -3.1681  0.5348  2.7791
C  -1.3710  -2.3169  2.8922
C  -1.1066  -1.7078  4.1952
H  -0.5304  -2.1513  4.9980
H  -1.9959  0.0765  5.1723
H  -2.7473  -1.6570  1.2481
H  -1.0610  -3.3021  2.5649
C  1.9698  0.2677  2.7170
C  1.6531  -0.6983  3.7254
C  1.4144  -1.9560  3.0549
H  1.6880  -0.5510  4.7962
C  1.5011  -1.7305  1.6313
C  1.9109  -0.3647  1.4502
H  2.1858  0.0960  0.5129
H  2.2187  1.3080  2.8858
H  1.2470  -2.9083  3.5441
H  1.3910  -2.4829  0.8579
C  -1.8020  2.9830  4.5123
C  -0.3517  2.5890  4.2391
O  -0.2191  1.6426  3.3139
C  0.4021  3.8782  3.6562
F  0.3458  4.9396  4.5147
F  1.7089  3.6466  3.3687
F  -0.2024  4.2628  2.4972
C  0.3263  2.1902  5.6358
F  0.0044  3.0686  6.6240
F  -0.1314  0.9617  6.0355
F  1.6768  2.0993  5.5810
H  -2.2687  3.2810  3.5693
H  -1.8424  3.8084  5.2278
H  -2.3469  2.1230  4.9082

Cartesian forces (eV/Å) of the 6 atoms listed first:
-0.19 -0.57 -0.82
0.21 0.14 0.20
0.07 -0.26 -0.28
-0.37 -0.03 0.53
0.21 0.10 0.18
-0.20 -0.13 -0.02

multiplicity = 5
lowest unoccupied orbital energy (alpha / beta) = 2.08 / 2.08 eV
E_tot = -59703.1505 eV
charge = -1

=====

# 3
Computed, not measured: a structure of composition C27H33N5O10, with wB97M-V/def2-TZVPD.

Geometry (Å):
C  0.6639  0.2642  -0.9978
C  1.0985  1.6890  -1.0678
C  0.3462  2.4127  0.0338
C  0.8793  2.1603  1.4250
C  2.2438  2.7120  1.5055
C  3.1927  2.0722  0.3464
N  2.5260  1.8026  -0.8349
O  3.2112  1.2499  -1.7403
C  3.8368  0.7923  0.9817
C  4.2972  3.0939  0.0334
C  0.7878  2.5386  -2.3832
H  0.9374  -0.4602  -0.2305
H  0.9845  -0.3061  -1.9779
H  -0.3758  0.1250  -0.8327
H  -0.7701  2.0751  -0.0332
H  0.2451  3.5228  -0.2332
H  1.0541  1.1263  1.6626
H  0.2819  2.6188  2.2159
H  2.7039  2.4785  2.8217
H  2.3034  3.7884  1.3648
H  4.5124  -0.0364  0.4052
H  2.6890  0.3270  1.1472
H  4.3201  1.0897  1.9352
H  4.8042  3.4003  0.9720
H  3.9972  3.9798  -0.4782
H  4.8773  2.7295  -0.6371
H  1.2139  2.0442  -3.2296
H  0.8748  3.4507  -2.2065
H  -0.3599  2.2737  -2.5317
N  -2.8554  -1.6866  0.5414
O  -2.9521  -1.3615  -0.6136
O  -3.3767  -2.7584  1.0274
O  -1.9846  -1.0812  1.1527
C  -4.5026  -0.1545  -4.8870
C  -4.1958  -0.2640  -3.4121
C  -3.7189  1.0539  -2.6817
C  -3.6026  2.4097  -3.5333
C  -3.9707  2.3496  -5.0631
C  -4.4579  1.0546  -5.5949
N  -3.1043  3.6671  -2.9912
O  -3.0791  4.7320  -3.7404
O  -2.6455  3.5073  -1.8879
H  -4.8607  -0.9310  -5.4157
H  -4.2869  -1.0215  -2.7680
H  -3.3372  1.1335  -1.5661
H  -3.8759  3.0210  -5.8256
H  -4.9718  0.8816  -6.5197
C  0.8578  -3.7888  -2.2427
C  1.5778  -5.0967  -2.5097
C  0.9271  -6.4435  -2.0634
C  -0.3869  -6.4504  -1.2852
C  -1.0227  -4.9903  -0.9683
C  -0.2651  -3.7873  -1.4251
N  -1.0724  -7.6547  -0.7517
O  -0.6120  -8.8228  -1.0634
O  -1.9844  -7.4690  -0.0770
H  1.1346  -2.8306  -2.6386
H  2.5704  -5.3297  -2.9970
H  1.5064  -7.3794  -1.9780
H  -1.9540  -4.8443  -0.2253
H  -0.7557  -2.7849  -1.3333
C  0.0015  -1.0892  4.4262
C  0.7444  -1.2768  5.8268
C  1.1106  0.0022  6.6341
C  0.8238  1.4483  6.0590
C  -0.0036  1.6147  4.8006
C  -0.2982  0.3264  4.0081
N  1.4180  2.5421  6.7771
O  2.0121  2.3151  7.8673
O  1.2844  3.6898  6.3346
H  -0.2581  -1.9090  3.8691
H  0.8324  -2.1823  6.2992
H  1.6195  -0.2148  7.5876
H  -0.5572  2.5542  4.4666
H  -0.8485  0.2852  2.9456

Cartesian forces (eV/Å) of the 6 atoms listed first:
1.27 -3.53 -3.12
-1.91 2.95 0.43
-3.12 1.18 0.01
0.06 0.69 0.12
2.79 -0.35 2.40
2.01 2.48 4.24

lowest unoccupied orbital energy = -4.60 eV
energy relative to the best compared isomer or geometry (same formula, charge and spin) = 2.159 eV
E_tot = -56427.9519 eV
charge = 0

=====

# 4
Computed, not measured: a structure of composition C27H34Br2ClGe2MnN2, with wB97M-V/def2-TZVPD.

Geometry (Å):
Mn  0.2207  -0.4456  0.3047
C  1.2288  1.5478  4.6170
C  0.5870  0.6762  3.5344
Ge  0.2606  1.7830  1.9363
C  1.9448  2.6457  1.3444
C  2.0841  4.0473  1.9433
C  -1.0455  3.1769  2.2737
C  -2.0326  3.1572  1.3648
Ge  -1.6926  1.6017  0.2133
C  -3.0495  0.1642  0.3304
C  -4.4302  0.6216  0.8066
C  -1.1148  1.9991  -1.6417
C  -2.1112  2.8188  -2.4637
C  -3.1596  4.1017  1.2681
C  -4.0807  3.9859  0.2309
C  -5.1463  4.8667  0.1131
C  -5.3072  5.8821  1.0407
C  -4.3970  6.0103  2.0838
C  -3.3352  5.1315  2.1965
H  1.3562  0.9855  5.5428
H  0.6192  2.4232  4.8495
H  2.2166  1.8993  4.3136
H  -0.3725  0.2797  3.8696
H  1.2264  -0.1755  3.3021
H  1.9659  2.7133  0.2549
H  2.7871  2.0179  1.6483
H  1.2991  4.7084  1.5741
H  3.0450  4.4909  1.6794
H  2.0157  4.0354  3.0321
H  -0.9709  3.9316  3.0535
H  -2.6536  -0.5907  1.0127
H  -3.1205  -0.3052  -0.6543
H  -4.3685  1.2242  1.7137
H  -5.0574  -0.2436  1.0248
H  -4.9451  1.2170  0.0536
H  -0.9199  1.0491  -2.1479
H  -0.1578  2.5240  -1.5829
H  -3.0795  2.3196  -2.5418
H  -1.7408  2.9652  -3.4795
H  -2.2784  3.8025  -2.0267
H  -3.9728  3.1994  -0.5041
H  -5.8481  4.7562  -0.7032
H  -6.1362  6.5718  0.9556
H  -4.5169  6.7999  2.8136
H  -2.6406  5.2492  3.0181
Br  -1.5012  -3.9127  -5.4023
C  -1.0658  -2.9612  -3.8478
C  -1.8477  -3.0747  -2.7107
C  -1.4755  -2.3449  -1.5998
N  -0.4113  -1.5424  -1.5801
C  0.3545  -1.4469  -2.6740
C  0.0560  -2.1458  -3.8335
C  1.5767  -0.6053  -2.5452
C  2.4055  -0.3427  -3.6249
C  3.5817  0.3585  -3.4070
Br  4.7203  0.7325  -4.8476
C  3.9111  0.7603  -2.1248
C  3.0142  0.4789  -1.1133
N  1.8624  -0.1619  -1.3113
H  -2.7178  -3.7137  -2.6820
H  -2.0454  -2.3997  -0.6810
H  0.6777  -2.0895  -4.7130
H  2.1652  -0.6691  -4.6244
H  4.8333  1.2806  -1.9124
H  3.2315  0.7767  -0.0982
Cl  1.4425  -2.3027  1.4900
C  -0.4293  -1.9974  1.7092
H  -0.5252  -1.8611  2.7836
H  -0.8514  -2.9651  1.4423

Cartesian forces (eV/Å) of the 6 atoms listed first:
-0.13 -0.98 -0.22
0.02 0.01 0.01
-0.04 0.02 -0.03
0.11 0.25 0.27
0.00 -0.02 -0.04
-0.02 0.03 0.03

multiplicity = 6
lowest unoccupied orbital energy (alpha / beta) = -3.60 / -3.71 eV
energy relative to the best compared isomer or geometry (same formula, charge and spin) = 0.696 eV
E_tot = -328484.2679 eV
charge = +1

=====

# 5
Computed, not measured: a structure of composition C27H34BrF12N9O6S3SbSn, with wB97M-V/def2-TZVPD.

Geometry (Å):
Sn  -0.0979  0.4047  0.9646
O  -5.1668  -1.6815  -0.7000
C  -4.9031  -2.1549  0.5543
C  -5.8884  -2.9284  1.1546
C  -5.6655  -3.4694  2.4085
C  -4.4656  -3.2440  3.0719
C  -3.4932  -2.4590  2.4760
C  -3.7043  -1.9015  1.2204
C  -2.6552  -1.0228  0.5781
O  -1.7003  -0.6531  1.5125
N  -2.0964  -1.7668  -0.5578
N  -0.8654  -1.3826  -0.9889
C  -0.3140  -2.1318  -1.8618
C  1.0268  -1.9499  -2.4049
Br  2.2928  -1.1584  -1.2466
C  1.4299  -2.4054  -3.5941
C  0.5703  -3.0075  -4.6226
C  -0.7265  -2.5584  -4.8791
C  -1.4982  -3.1623  -5.8606
C  -0.9857  -4.2163  -6.6015
C  0.3123  -4.6545  -6.3718
C  1.0863  -4.0481  -5.3986
H  -4.4075  -1.1955  -1.0409
H  -6.8140  -3.0962  0.6204
H  -6.4354  -4.0740  2.8706
H  -4.2910  -3.6700  4.0504
H  -2.5599  -2.2507  2.9821
H  -3.1296  -0.1149  0.1801
H  -2.2215  -2.7703  -0.4866
H  -0.8539  -2.9983  -2.2468
H  2.4874  -2.3495  -3.8268
H  -1.1255  -1.7085  -4.3390
H  -2.4983  -2.7969  -6.0530
H  -1.5897  -4.6861  -7.3664
H  0.7227  -5.4676  -6.9560
H  2.1001  -4.3882  -5.2238
F  -3.2202  3.3718  -1.9378
C  -3.5361  3.5060  -0.6488
F  -3.9414  4.7437  -0.4244
F  -4.5055  2.6529  -0.3521
S  -2.0271  3.1473  0.3450
O  -1.7102  1.7627  -0.0561
O  -1.0526  4.1347  0.0151
N  -2.6486  3.2503  1.7772
S  -1.9459  2.6106  3.0242
O  -1.7541  3.5032  4.1123
O  -0.7655  1.8320  2.6268
C  -3.2119  1.3801  3.6093
F  -2.5981  0.4212  4.2848
F  -3.8734  0.8616  2.5846
F  -4.0712  2.0024  4.4063
C  1.8853  1.7313  -3.4724
N  1.8054  2.1549  -4.8726
C  0.7891  1.3321  -5.5368
N  -0.5275  1.4487  -4.9024
C  -0.3846  1.0378  -3.5038
N  0.6006  1.8433  -2.7758
C  0.1732  3.2477  -2.8557
N  0.0531  3.7172  -4.2392
C  1.3487  3.5479  -4.8970
C  -0.9195  2.8617  -4.9232
H  2.6185  2.3579  -2.9565
H  2.2266  0.6955  -3.4384
H  1.1032  0.2854  -5.5069
H  0.7094  1.6425  -6.5806
H  -0.0662  -0.0049  -3.4798
H  -1.3506  1.1250  -2.9996
H  0.8955  3.8706  -2.3242
H  -0.7928  3.3519  -2.3691
H  2.0881  4.1724  -4.3909
H  1.2669  3.8765  -5.9353
H  -1.0140  3.1885  -5.9610
H  -1.8904  2.9667  -4.4344
C  5.2790  0.5553  1.0927
N  4.1177  1.2961  0.6356
C  3.1247  1.6896  1.4282
S  1.7585  2.4629  0.6892
N  3.2331  1.5311  2.7362
C  2.1882  1.8432  3.7098
H  5.9243  0.3657  0.2402
H  4.9792  -0.4003  1.5281
H  5.8437  1.1396  1.8221
H  3.9251  1.3653  -0.3506
H  3.9768  0.9330  3.0660
H  1.8139  2.8495  3.5430
H  2.6336  1.7790  4.6990
H  1.3663  1.1343  3.6446
F  2.8225  -0.6299  2.1266
Sb  1.8612  -1.9621  3.1289
F  1.0617  -2.4872  1.4953
F  3.2849  -3.1554  2.8890
F  0.4957  -0.5836  3.1722
F  2.6182  -1.2194  4.6845
F  0.8267  -3.1444  4.1338

Cartesian forces (eV/Å) of the 6 atoms listed first:
-0.24 -0.12 -0.05
-0.06 0.09 0.05
0.01 -0.05 -0.05
0.02 -0.01 0.00
-0.01 0.00 0.00
0.00 0.00 0.01

multiplicity = 2
lowest unoccupied orbital energy (alpha / beta) = -0.63 / -2.90 eV
energy relative to the best compared isomer or geometry (same formula, charge and spin) = 0.443 eV
E_tot = -201775.8827 eV
charge = 0

=====

# 6
Computed, not measured: a structure of composition C27H34BrN3Si2Sm, with wB97M-V/def2-TZVPD.

Geometry (Å):
Sm  0.0422  0.8664  0.0082
C  -2.3213  2.3662  -2.5470
Si  -3.1297  1.2523  -1.2748
C  -4.9721  1.5531  -1.2642
C  -2.7927  -0.5133  -1.8375
C  -2.3049  1.4455  0.3761
C  -2.5378  0.2439  1.2297
C  -3.7059  -0.0386  1.9495
C  -3.8052  -1.2107  2.6685
C  -2.7422  -2.1122  2.6820
C  -1.6129  -1.7827  1.9687
N  -1.5137  -0.6417  1.2736
Si  -2.3551  3.0423  1.3211
C  -4.0532  3.7014  1.7420
C  -1.4408  2.7398  2.9443
C  -1.4650  4.3990  0.3768
H  -2.8316  2.2814  -3.5093
H  -1.2796  2.0802  -2.7360
H  -2.3269  3.4203  -2.2670
H  -5.3884  1.3645  -2.2571
H  -5.2138  2.5821  -0.9940
H  -5.4859  0.8934  -0.5611
H  -3.1747  -0.6757  -2.8478
H  -3.2485  -1.2583  -1.1815
H  -1.7201  -0.7586  -1.8913
H  -4.5272  0.6644  1.9149
H  -4.7130  -1.4355  3.2140
H  -2.7924  -3.0440  3.2258
H  -0.7551  -2.4449  1.9386
H  -4.6335  2.9991  2.3438
H  -4.6310  3.9382  0.8477
H  -3.9558  4.6225  2.3238
H  -2.1052  2.2852  3.6839
H  -1.0678  3.6739  3.3710
H  -0.5841  2.0601  2.8614
H  -2.0522  4.7618  -0.4684
H  -0.4846  4.1059  -0.0126
H  -1.2894  5.2555  1.0337
Br  1.8803  -1.3757  -0.7328
C  3.1667  -0.3508  -1.7193
C  4.3402  -0.9701  -2.0193
C  5.2994  -0.2609  -2.7754
C  5.0328  1.0071  -3.1966
C  3.8042  1.6396  -2.8831
C  3.5243  2.9525  -3.3404
C  2.3380  3.5518  -3.0438
C  1.3805  2.8615  -2.2587
C  1.5788  1.5876  -1.7695
C  2.8221  0.9645  -2.1095
H  4.5332  -1.9838  -1.6979
H  6.2367  -0.7404  -3.0216
H  5.7601  1.5520  -3.7856
H  4.2686  3.4630  -3.9393
H  2.1228  4.5486  -3.4074
H  0.4516  3.3895  -2.0461
N  1.8817  3.1358  1.0959
C  2.0629  2.2704  2.1629
C  2.4691  2.6853  3.4325
C  2.5448  1.7389  4.4285
C  2.2318  0.4050  4.1585
C  1.8258  0.0881  2.8860
N  1.7216  1.0060  1.9081
H  2.1007  4.1057  1.2659
H  2.2424  2.8141  0.2010
H  2.7296  3.7191  3.6115
H  2.8594  2.0300  5.4222
H  2.2975  -0.3579  4.9192
H  1.5562  -0.9262  2.6166

Cartesian forces (eV/Å) of the 6 atoms listed first:
0.11 0.49 0.27
0.14 0.05 -0.05
-0.07 0.04 -0.04
-0.06 -0.08 -0.06
0.11 -0.10 -0.01
0.09 -0.08 0.08

multiplicity = 6
lowest unoccupied orbital energy (alpha / beta) = -3.04 / -2.69 eV
energy relative to the best compared isomer or geometry (same formula, charge and spin) = 0.159 eV
E_tot = -136720.6519 eV
charge = +1